Model a:
{
  "formula": "C5H7NO3",
  "method": "ωB97M-V with the def2-TZVPD basis set",
  "symbols": ["C", "C", "C", "C", "C", "N", "O", "O", "O", "H", "H", "H", "H", "H", "H", "H"],
  "coordinates": [[1.24744, 0.46726, 0.42068], [-0.17821, -2.20832, 0.89276], [1.43099, 0.22608, -1.19538], [-0.07017, 0.50391, 0.22773], [-1.40908, 0.88121, 0.81307], [-0.05786, 0.30215, -1.28412], [-0.24989, -2.32965, -0.27127], [1.96373, 0.44342, 1.39645], [-0.25264, -2.27446, 2.04250], [1.90431, 1.20906, -1.61303], [1.75313, -0.76342, -1.41795], [-2.33788, 0.36551, 0.35465], [-1.48725, 1.92886, 0.87692], [-1.40644, 0.72219, 1.89137], [-0.38638, 1.08716, -1.71277], [-0.46382, -0.56097, -1.42161]],
  "mulliken_charge": [0.658, 0.848, -0.489, -0.275, -1.409, 0.012, -0.521, -0.733, -0.351, 0.294, 0.303, 0.293, 0.413, 0.351, 0.280, 0.326],
  "total_charge": 0,
  "mol_weight_g_mol": 129.1
}



Model b:
{
  "formula": "C5H7NO3",
  "method": "ωB97M-V with the def2-TZVPD basis set",
  "symbols": ["C", "C", "C", "N", "C", "C", "O", "O", "O", "H", "H", "H", "H", "H", "H", "H"],
  "coordinates": [[0.87838, 1.06995, -1.05889], [-0.57281, -1.09688, -0.25849], [1.21881, 0.02163, -0.06748], [-0.29709, -2.21453, 0.44249], [-0.73423, 0.72378, 0.85082], [0.51699, 1.29850, 0.41103], [-1.93707, 1.08541, 0.38387], [-1.31415, -1.02306, -1.21124], [2.11510, -0.70104, 0.33387], [-1.90532, 1.22770, -0.57492], [0.53897, -2.22295, 1.00757], [-0.61033, -3.09836, 0.06419], [0.10862, 0.90973, -1.80696], [1.74406, 1.62108, -1.40801], [-0.79758, 0.37517, 1.87660], [1.04763, 2.02385, 1.01554]],
  "mulliken_charge": [-0.676, 0.385, 0.697, -0.414, -0.328, -0.090, -0.464, -0.591, -0.652, 0.393, 0.254, 0.251, 0.210, 0.286, 0.391, 0.348],
  "total_charge": 0,
  "mol_weight_g_mol": 129.1
}



Model c:
{
  "formula": "C5H7NO3",
  "method": "ωB97M-V with the def2-TZVPD basis set",
  "symbols": ["C", "C", "C", "C", "C", "N", "O", "O", "O", "H", "H", "H", "H", "H", "H", "H"],
  "coordinates": [[2.04296, 1.20034, -0.01668], [-1.22780, -0.20997, -0.08817], [-0.60615, 1.01109, -0.17833], [2.05221, -0.31089, 0.46112], [1.06385, -1.23039, -0.38902], [-2.58133, -0.37423, 0.17788], [-1.35965, 2.17294, -0.04329], [0.83620, 1.51901, -0.34990], [-0.41828, -1.28577, -0.15716], [3.00881, -0.64500, 0.42131], [1.71465, -0.37873, 1.50181], [1.22544, -0.98342, -1.46679], [1.35424, -2.17958, -0.20595], [-2.82126, -1.32917, 0.34043], [-1.04179, 2.80344, -0.71850], [-3.24212, 0.22033, 0.71124]],
  "mulliken_charge": [-0.334, 0.199, 0.497, -0.515, -0.591, -0.492, -0.528, -0.107, -0.464, 0.492, 0.283, 0.333, 0.398, 0.252, 0.342, 0.236],
  "total_charge": 0,
  "mol_weight_g_mol": 129.1
}



Q: Which of them is the most stable? A: model a.



Model a:
{
  "formula": "C5H7NO3",
  "method": "ωB97M-V with the def2-TZVPD basis set",
  "symbols": ["C", "C", "C", "C", "C", "H", "H", "H", "H", "H", "H", "H", "N", "O", "O", "O"],
  "coordinates": [[-2.06323, 0.14334, 0.27266], [-0.87349, -0.42075, 0.20386], [-0.27746, -0.95100, -1.13840], [1.09633, 0.98361, -0.92517], [0.91957, -0.12251, 1.77827], [-2.35138, 0.39332, 1.33940], [-2.76386, 0.35578, -0.52308], [0.26460, -1.91240, -0.96151], [-1.21012, -1.22879, -1.72950], [0.32013, 1.39421, -0.20734], [1.69891, 1.77500, -1.44764], [0.96981, -0.09012, 2.83257], [1.96926, 0.32221, 1.15942], [0.52997, 0.04915, -1.82404], [1.97194, 0.04123, -0.20789], [-0.20098, -0.73229, 1.37839]],
  "mulliken_charge": [-0.827, 0.436, -0.408, -0.314, 0.132, 0.244, 0.319, 0.252, 0.390, 0.424, 0.274, 0.438, -0.427, -0.396, -0.178, -0.359],
  "total_charge": 0,
  "mol_weight_g_mol": 129.1
}



Model b:
{
  "formula": "C5H7NO3",
  "method": "ωB97M-V with the def2-TZVPD basis set",
  "symbols": ["C", "C", "C", "C", "C", "N", "O", "O", "O", "H", "H", "H", "H", "H", "H", "H"],
  "coordinates": [[-1.25721, -1.20459, -0.21938], [0.33214, -1.11136, 1.72090], [-0.04667, 0.07897, -1.68123], [0.55655, 0.24274, -0.28524], [0.37054, 1.63010, 0.27441], [-0.12846, -0.74475, 0.48208], [1.39197, -0.77718, 2.10897], [-2.13633, -1.89336, 0.16253], [-1.26095, -0.68375, -1.52661], [-0.51029, -1.95941, 2.33148], [-0.29738, 1.03180, -2.23352], [0.57023, -0.57389, -2.18287], [1.59450, -0.02822, -0.40961], [-0.69870, 1.93562, 0.63421], [0.57097, 2.34237, -0.47264], [0.94911, 1.71490, 1.29654]],
  "mulliken_charge": [0.502, 0.137, -0.562, 0.283, -1.320, 0.102, -0.457, -0.503, -0.344, 0.219, 0.278, 0.342, 0.302, 0.294, 0.415, 0.314],
  "total_charge": 0,
  "mol_weight_g_mol": 129.1
}



Q: Which of them is the most stable? A: model b.



Model a:
{
  "formula": "CH4O3S",
  "method": "ωB97M-V with the def2-TZVPD basis set",
  "symbols": ["C", "O", "O", "O", "S", "H", "H", "H", "H"],
  "coordinates": [[1.59163, 0.46366, 0.08954], [-1.87911, 1.84488, -0.52724], [-0.72829, -1.66747, -0.05188], [-1.61998, -0.66011, -0.57873], [-1.31183, 0.79485, 0.28677], [2.25387, 0.87614, 0.80680], [1.95572, 0.82932, -0.85198], [1.08514, -0.46868, 0.26414], [-1.34715, -2.01259, 0.56257]],
  "mulliken_charge": [-0.955, -0.404, -0.349, -0.180, 0.538, 0.310, 0.284, 0.405, 0.351],
  "total_charge": 0,
  "mol_weight_g_mol": 96.1
}



Model b:
{
  "formula": "CH4O3S",
  "method": "ωB97M-V with the def2-TZVPD basis set",
  "symbols": ["C", "O", "O", "O", "S", "H", "H", "H", "H"],
  "coordinates": [[1.49886, 0.64860, -0.70807], [1.06726, -0.45309, -1.19437], [1.03943, 1.22439, 0.30435], [-1.26409, -1.07442, -0.09243], [-1.99413, -0.08143, 0.69431], [2.47384, 0.86362, -1.21958], [0.29245, -0.87278, -0.89531], [-2.32122, -0.84551, 1.82301], [-0.79240, 0.59063, 1.28808]],
  "mulliken_charge": [0.234, -0.350, -0.567, -0.656, 0.174, 0.315, 0.426, 0.175, 0.249],
  "total_charge": 0,
  "mol_weight_g_mol": 96.1
}



Q: Which of them is the most stable? A: model b.



Model a:
{
  "formula": "CH4O3S",
  "method": "ωB97M-V with the def2-TZVPD basis set",
  "symbols": ["C", "O", "O", "O", "S", "H", "H", "H", "H"],
  "coordinates": [[0.77067, 1.38868, 0.51958], [0.52619, 1.69104, -0.59563], [0.37372, 0.23674, 1.16327], [1.57186, 2.09187, 1.27257], [-1.05933, -1.99836, -1.75837], [-1.79324, -3.18405, -2.07286], [-0.08256, -0.25209, 0.51570], [1.71752, 1.52299, 2.00082], [-2.02483, -1.49682, -1.04508]],
  "mulliken_charge": [0.727, -0.483, -0.449, -0.412, -0.309, 0.176, 0.267, 0.333, 0.149],
  "total_charge": 0,
  "mol_weight_g_mol": 96.1
}



Model b:
{
  "formula": "CH4O3S",
  "method": "ωB97M-V with the def2-TZVPD basis set",
  "symbols": ["C", "O", "O", "O", "S", "H", "H", "H", "H"],
  "coordinates": [[0.46880, -0.26592, 0.11574], [-1.28691, 1.61881, 0.61461], [-2.42058, 0.14153, -1.09614], [-2.04887, -0.74047, -0.00712], [-1.04836, 0.05811, 1.03468], [0.64544, -1.34330, 0.32768], [1.15935, 0.39541, 0.53492], [0.04946, 0.01097, -0.89304], [-2.59655, 1.02697, -0.55154]],
  "mulliken_charge": [-0.725, -0.656, -0.334, -0.190, 0.577, 0.313, 0.343, 0.271, 0.402],
  "total_charge": 0,
  "mol_weight_g_mol": 96.1
}



Model c:
{
  "formula": "CH4O3S",
  "method": "ωB97M-V with the def2-TZVPD basis set",
  "symbols": ["C", "O", "O", "O", "S", "H", "H", "H", "H"],
  "coordinates": [[-1.51050, -0.19233, 0.22260], [0.72925, -1.75192, -0.43353], [2.46319, 0.73551, 0.06360], [0.62663, 0.73602, -0.16515], [0.40053, -0.66065, 0.43812], [-1.90202, -1.01439, -0.25490], [-1.66800, 0.77244, -0.41560], [-2.09853, 0.04715, 1.10955], [2.95944, 1.32816, -0.56467]],
  "mulliken_charge": [-0.751, -0.497, -0.396, -0.260, 0.704, 0.318, 0.237, 0.335, 0.309],
  "total_charge": 0,
  "mol_weight_g_mol": 96.1
}



Q: Which of them is the most stable? A: model a.